No. 1
Entry from the Open Molecules 2025 dataset: C4H10NO3 as an isolated structure (the ωB97M-V functional and the def2-TZVPD basis).

The geometry in XYZ format:
```
18
C4H10NO3 (the ωB97M-V functional and the def2-TZVPD basis)
C -2.712 -1.625 -0.901
C -2.890 -0.173 -0.128
N -1.676 0.571 0.242
C -1.207 -0.468 0.955
C 2.324 -0.323 -0.077
O 2.853 0.805 0.041
O 2.838 -1.429 -0.240
H -3.675 -1.639 -1.421
H -1.971 -1.640 -1.703
H -2.679 -2.541 -0.306
H -3.617 -0.156 0.699
H -3.392 0.335 -0.978
H -1.304 -0.594 2.042
H -0.593 -1.220 0.448
H 1.191 -0.304 0.105
H -0.067 1.804 0.438
H 1.401 1.895 -0.010
O 0.645 2.418 0.313
```

## Properties
2S+1: 2
Kohn-Sham gap (spin up / spin down) (eV): 4.9 / 4.6
Net charge: 0

=====

No. 2
Entry from the Open Molecules 2025 dataset: C52H48N4O7P2S3Y as an isolated structure (the ωB97M-V functional and the def2-TZVPD basis).

The geometry in XYZ format:
```
117
C52H48N4O7P2S3Y (the ωB97M-V functional and the def2-TZVPD basis)
Y 0.947 0.938 -0.285
C 3.442 -1.135 -1.099
P 1.873 -2.004 -0.590
C 2.543 -3.263 0.532
C 3.412 -4.255 0.078
C 3.909 -5.205 0.953
C 3.533 -5.176 2.291
C 2.663 -4.199 2.747
C 2.169 -3.243 1.868
C 1.312 -2.977 -2.021
C 1.474 -2.493 -3.319
C 0.881 -3.142 -4.392
C 0.114 -4.279 -4.183
C -0.058 -4.763 -2.894
C 0.533 -4.116 -1.821
C 3.854 -0.351 0.123
C 5.028 -0.252 0.841
C 4.736 0.549 1.979
C 3.397 0.880 1.897
C 2.462 1.594 2.832
P 0.918 0.564 2.994
C 1.422 -0.557 4.354
C 0.419 -1.118 5.149
C 0.733 -1.981 6.186
C 2.061 -2.297 6.450
C 3.059 -1.755 5.657
C 2.745 -0.900 4.608
C -0.238 1.653 3.897
C 0.177 2.481 4.942
C -0.731 3.287 5.606
C -2.071 3.273 5.235
C -2.492 2.458 4.199
C -1.579 1.653 3.529
N 2.863 0.332 0.771
H 4.206 -1.859 -1.391
H 3.251 -0.480 -1.955
H 3.692 -4.286 -0.969
H 4.584 -5.971 0.592
H 3.917 -5.922 2.977
H 2.361 -4.171 3.785
H 1.468 -2.495 2.214
H 2.036 -1.586 -3.498
H 1.013 -2.743 -5.390
H -0.352 -4.785 -5.019
H -0.663 -5.645 -2.720
H 0.381 -4.496 -0.817
H 5.975 -0.702 0.587
H 5.421 0.839 2.763
H 2.933 1.752 3.806
H 2.166 2.570 2.433
H -0.618 -0.864 4.963
H -0.061 -2.398 6.793
H 2.311 -2.966 7.265
H 4.097 -2.003 5.841
H 3.540 -0.514 3.983
H 1.219 2.488 5.240
H -0.393 3.929 6.411
H -2.782 3.909 5.748
H -3.529 2.460 3.888
H -1.902 1.054 2.687
C 0.237 7.334 -5.259
C 0.736 6.330 -4.258
C 0.795 4.978 -4.570
C 1.261 4.048 -3.650
C 1.680 4.482 -2.407
C 1.649 5.831 -2.079
C 1.169 6.744 -2.999
S 2.323 3.342 -1.211
O 3.629 3.824 -0.850
O 2.332 1.999 -1.858
N 1.332 3.211 0.000
C 0.041 3.892 0.132
C -1.172 2.967 0.383
O -2.285 3.468 0.441
O -0.921 1.708 0.535
H -0.345 6.852 -6.044
H 1.069 7.856 -5.737
H -0.393 8.088 -4.784
H 0.459 4.636 -5.542
H 1.287 2.996 -3.893
H 1.997 6.159 -1.107
H 1.128 7.795 -2.739
H -0.207 4.487 -0.749
H 0.078 4.579 0.985
N -5.241 -3.180 -1.589
C -4.869 -3.872 -0.506
S -5.737 -5.170 0.022
C -3.632 -3.379 0.178
C -3.147 -4.046 1.301
C -1.996 -3.584 1.913
N -1.304 -2.528 1.490
C -1.773 -1.895 0.424
C -2.920 -2.269 -0.265
H -6.070 -3.478 -2.073
H -4.728 -2.390 -1.945
H -3.669 -4.913 1.677
H -1.602 -4.092 2.787
H -1.199 -1.060 0.047
H -3.191 -1.667 -1.123
C -6.602 -0.319 -3.181
C -5.125 -0.065 -3.069
C -4.216 -0.760 -3.867
C -2.860 -0.472 -3.820
C -2.407 0.529 -2.976
C -3.284 1.210 -2.146
C -4.636 0.902 -2.194
S -0.678 0.921 -2.933
O -0.180 0.831 -4.281
O -0.556 2.202 -2.260
O -0.089 -0.115 -2.030
H -6.811 -1.281 -3.651
H -7.075 0.449 -3.797
H -7.086 -0.301 -2.204
H -4.577 -1.526 -4.545
H -2.159 -1.006 -4.449
H -2.919 1.967 -1.460
H -5.319 1.437 -1.545
```

## Properties
Kohn-Sham gap (eV): 6.2
Net charge: -1

=====

No. 3
Entry from the Open Molecules 2025 dataset: C3H7NO2 as an isolated structure (the ωB97M-V functional and the def2-TZVPD basis).

The geometry in XYZ format:
```
13
C3H7NO2 (the ωB97M-V functional and the def2-TZVPD basis)
N -0.842 -1.151 -0.995
C -1.007 0.046 -0.482
O -2.263 0.299 -0.518
C 0.012 0.985 0.087
C 1.271 0.258 0.554
O 1.001 -0.683 1.567
H -2.140 -0.878 -1.074
H 0.048 -1.558 -1.257
H -0.458 1.516 0.920
H 0.255 1.730 -0.682
H 1.772 -0.209 -0.310
H 1.974 0.977 0.983
H 0.377 -1.330 1.208
```

## Properties
Kohn-Sham gap (eV): 10.9
Net charge: 0

=====

Quick rundown of max |F|, same order as above: 3.56 0.65 0.39 eV/A